C2H2BrF3 | wB97M-V/def2-TZVPD

Geometry as XYZ:
```
8
Properties=species:S:1:pos:R:3:forces:R:3
F -1.675 0.247 0.423 -0.104 -0.614 0.142
C -0.750 -0.293 -0.423 2.362 4.840 2.521
F -0.925 0.308 -1.574 0.209 0.333 -1.435
C 0.728 0.095 0.309 -1.366 -2.995 0.208
F 1.801 0.005 -0.513 -0.211 0.159 -0.819
Br 0.844 1.741 1.273 -0.374 -0.104 -0.159
H -0.875 -1.298 -0.494 -0.278 -3.121 -0.223
H 0.851 -0.805 0.999 -0.238 1.503 -0.234
```
Forces are in eV/Å.

Values from the calculation:
HOMO level: -10.708 eV
structure (SMILES): FC(F)[C@@H](F)Br
2S+1: 1
E: -80300.440 eV

Okay, here come the natural (NBO) numbers, in e, for every atom: number 1, F, carries -0.34; number 2, C, carries 0.56; number 3, F, carries -0.31; number 4, C, carries 0.06; number 5, F, carries -0.34; number 6, Br, carries 0.06; number 7, H, carries 0.13; number 8, H, carries 0.18